[1]
Below is 13 unconnected molecules or ions with the total composition C5H35NO13, with properties calculated with ωB97M-V/def2-TZVPD.

DFT total energy = -1244.1480 a.u.
Highest occupied orbital energy = -0.34185 Eh
ΔE to the lowest compared entry with this formula, charge and spin = 753.6 kJ/mol

Each line ends with the Löwdin charge.
Cartesian coordinates (Å):
O 1.61289 -0.74412 3.51587  -0.055
O -1.89639 -3.39409 1.72811  -0.147
O -2.24473 1.49582 -2.77102  -0.141
O 3.31090 1.89675 3.11323  -0.053
O 0.93139 2.86133 0.89453  -0.058
O 0.51162 4.42950 -1.19444  -0.007
O -1.64560 2.37087 -0.14840  -0.078
O -1.21460 0.51462 1.44927  -0.025
O 0.48374 2.28881 -3.17418  -0.093
O 4.17808 -0.03636 1.50685  -0.097
O 2.54559 1.33551 -0.65106  0.015
O -3.86426 -0.31649 0.93916  -0.084
O -2.54743 -0.84099 -3.78656  -0.091
N -0.00016 -1.38784 -1.40544  -0.027
C -0.50618 -2.89533 1.72427  -0.232
C -0.43930 -3.67112 -0.71967  -0.157
C 0.35891 -3.64185 0.64728  -0.191
C 1.10428 -1.30183 -0.69965  0.015
C -1.01237 -2.30855 -1.15390  -0.257
H 2.54594 -0.63933 3.28913  0.013
H 0.65147 4.04008 -1.97454  -0.064
H 0.17102 -4.28117 -1.58269  0.171
H -0.05918 -3.11673 2.77041  0.141
H -0.82128 1.35710 1.35074  0.001
H -2.02645 -4.10933 0.98165  0.127
H 1.32889 -3.28914 0.87016  0.066
H 0.62433 3.62965 1.28143  0.016
H -2.12925 0.45176 -3.09827  0.053
H -3.07482 1.72040 -3.18506  0.037
H -1.65771 -2.32073 -1.96651  0.051
H -1.82916 -1.32507 -3.05629  0.138
H 2.28086 1.79346 0.12061  0.004
H -0.45684 4.54199 -1.09559  0.072
H 1.61672 -0.85763 4.48045  0.050
H -1.99703 -1.00528 -4.56519  0.068
H -0.28260 1.67994 -3.16620  0.009
H 2.51833 2.49022 3.02689  0.082
H 2.35046 1.64680 -1.43531  -0.055
H 0.41448 2.82920 0.04709  0.031
H -3.03970 0.16918 1.07157  -0.019
H 0.49580 -4.72633 0.98891  0.133
H -1.16061 1.57128 -0.44759  0.044
H 3.85116 0.72030 1.99739  -0.050
H -0.66383 -1.80134 1.33245  0.087
H -0.93952 -4.50906 -0.82272  0.020
H 1.31297 1.98387 -3.68680  0.100
H -4.00109 -1.02303 1.59698  0.037
H -0.90161 -0.13712 2.01778  0.004
H -1.54744 -1.75904 -0.20883  0.159
H 1.84733 -0.58825 -1.00701  0.039
H 1.31097 -1.70400 0.31656  0.071
H 3.95748 0.21646 0.55978  0.043
H -1.97860 2.64459 -1.01931  0.038
H 2.96815 1.44407 3.89501  0.046

---

[2]
Below is 14 unconnected molecules or ions with the total composition C5H35NO15, with properties calculated with ωB97M-V/def2-TZVPD.

DFT total energy = -1394.7586 a.u.
Highest occupied orbital energy = -0.35465 Eh
ΔE to the lowest compared entry with this formula, charge and spin = 537.6 kJ/mol

Each line ends with the Löwdin charge.
Cartesian coordinates (Å):
O -0.94514 -2.99593 2.07686  -0.058
O 2.92590 -2.61356 -1.23546  -0.058
O 3.47874 1.79273 0.51736  -0.015
O 0.32284 2.83286 2.54494  0.048
O 1.90337 -3.28102 1.15249  -0.041
O 0.15970 -1.02919 -4.22062  -0.086
O -0.06921 3.92959 -1.72785  -0.037
O 1.42036 1.31350 -2.33813  -0.090
O -2.67221 3.86532 -0.88859  -0.089
O 1.11521 -3.13804 -2.77261  -0.101
O 0.41339 -0.77065 4.94871  -0.053
O -1.17871 0.44752 -2.28268  -0.046
O -4.04014 0.13776 -2.89087  -0.086
O 1.77348 -0.09031 -0.33819  -0.045
O -2.32231 -2.68675 -0.65546  -0.067
N -0.25849 0.73881 2.21713  -0.152
C -2.52533 0.63801 1.53678  -0.062
C 1.04866 0.37645 1.75737  -0.109
C 1.26622 0.82922 0.29958  -0.168
C -0.34562 1.91267 2.97547  -0.289
C -1.39356 -0.25038 2.20237  -0.140
H 3.43270 2.55894 -0.06849  0.071
H 2.19125 0.92134 -1.85874  0.054
H 1.68052 1.09709 2.32142  0.133
H 1.23713 0.67023 -3.03725  0.043
H 2.81685 -3.11662 -0.40377  0.038
H 1.27547 -0.37872 4.74706  0.041
H -0.01558 -0.35110 4.17363  -0.012
H -0.96320 -3.77713 2.63818  0.076
H -2.45971 0.85431 0.46384  0.051
H -1.84503 4.07196 -1.37044  -0.008
H 2.54865 -1.72246 -1.04100  0.043
H 1.73425 -2.42709 1.51893  -0.001
H -1.76924 -3.13888 1.60555  0.039
H -1.78219 -0.34332 3.24245  0.118
H 2.00507 -3.06858 -2.30214  -0.014
H 0.81286 -3.97961 -3.05710  0.012
H -3.10112 0.49207 -2.86217  0.020
H -3.50562 0.14416 1.61755  0.075
H -0.63425 -0.08726 -1.68672  0.049
H 1.15243 1.83535 -0.13071  0.122
H 0.39324 4.29688 -0.98224  0.054
H -2.69066 1.63917 1.93137  0.071
H -1.97728 -1.96044 -1.25555  0.058
H 0.98294 -3.62839 1.01754  0.069
H -0.86400 1.95943 3.94412  0.155
H -1.80869 -3.50129 -0.73180  0.041
H -2.84398 2.91984 -1.05116  0.016
H -1.11821 -1.22567 1.82106  0.064
H 0.02514 -2.01602 -4.02395  0.055
H 0.32088 3.11864 -2.08808  0.019
H -4.03032 -0.51618 -2.18129  0.015
H -0.81254 1.30182 -2.08310  0.022
H 1.31277 -0.68249 1.86144  0.116
H -0.65735 -0.61734 -4.00614  -0.020
H 4.15771 1.23141 0.16265  0.060

---

[3]
Below is 13 unconnected molecules or ions with the total composition C5H36N2O13, with properties calculated with ωB97M-V/def2-TZVPD.

DFT total energy = -1299.8564 a.u.
Highest occupied orbital energy = -0.37432 Eh
ΔE to the lowest compared entry with this formula, charge and spin = 0.0 kJ/mol

Each line ends with the Löwdin charge.
Cartesian coordinates (Å):
O -1.28932 -2.81395 0.94330  -0.073
O 2.77485 2.63872 -1.37313  -0.075
O -1.32227 -3.54336 -1.79178  -0.094
O 1.37453 -3.09630 1.06123  -0.087
O 3.88484 1.33537 0.79082  -0.080
O -1.07410 0.74397 -1.26286  -0.063
O -3.69294 1.29171 -0.45524  -0.088
O 0.50017 2.24018 -2.85609  -0.051
O -3.46831 2.94120 1.67744  -0.098
O 0.96157 -1.26810 3.55842  -0.057
O -2.41106 -1.14385 -2.73486  -0.064
O -3.48578 -1.36946 0.05898  -0.064
O 3.21822 -1.07183 1.83111  -0.078
N 0.77668 -0.32478 -0.53649  0.139
N 1.47151 -2.18280 -1.84325  0.033
C 0.01398 3.04192 1.15308  -0.081
C -0.72467 0.62434 1.11131  -0.099
C 0.22070 1.64729 1.73904  -0.220
C -0.36533 0.34258 -0.31140  -0.411
C 1.25951 -0.74274 -1.85734  -0.211
H 3.89493 2.05152 1.45972  0.081
H 3.41536 1.70278 -0.00591  0.019
H 0.66166 3.77344 1.64910  0.077
H 3.39246 2.87004 -2.07485  0.061
H -0.12859 1.67661 -2.35524  0.009
H 1.91866 2.47614 -1.84684  0.010
H 0.26283 3.10551 0.09164  0.060
H -1.56096 -3.46238 1.59401  0.078
H -4.29862 2.86442 2.16594  0.033
H 1.54143 -3.23502 0.10555  0.042
H -3.75718 0.35251 -0.15989  0.018
H 2.09695 -2.46702 1.30153  0.015
H -3.53984 2.33522 0.90308  -0.021
H 3.40180 -0.18552 1.41478  0.022
H -2.78272 1.33820 -0.81658  0.021
H 0.59007 -2.68082 -1.99207  0.052
H 1.28026 -0.70877 0.24613  0.111
H 0.02285 1.69002 2.81281  0.119
H 1.79090 -1.11941 3.05327  0.001
H -1.86983 -2.86227 -2.23102  0.001
H -3.25918 -1.55034 -0.87905  0.031
H 0.03695 3.06295 -3.00397  0.064
H -2.71944 -1.73208 0.54910  0.017
H -0.72528 -0.29795 1.69550  0.107
H 0.96892 -2.19053 3.76382  0.020
H 0.53109 -0.42439 -2.59907  0.112
H 2.21619 -0.24854 -2.03245  0.121
H -3.12955 -0.67932 -3.19670  0.084
H -1.83561 -0.45600 -2.34098  0.018
H -1.00881 3.39107 1.30090  0.064
H 1.27595 1.38417 1.64806  0.083
H 2.12132 -2.45892 -2.56610  0.082
H -1.73947 1.00541 1.19216  0.104
H 4.05733 -1.49873 2.01270  0.075
H -0.30850 -2.73646 1.06016  0.020
H -1.43709 -3.37563 -0.82154  0.011

---

[4]
Below is 14 unconnected molecules or ions with the total composition C5H36NO15, with properties calculated with ωB97M-V/def2-TZVPD.

DFT total energy = -1395.6081 a.u.
Total charge = -1
Highest occupied orbital energy = -0.25459 Eh
ΔE to the lowest compared entry with this formula, charge and spin = 59.4 kJ/mol

Each line ends with the Löwdin charge.
Cartesian coordinates (Å):
O -1.23989 -2.93599 1.57889  -0.094
O 2.59446 -0.74482 -3.51228  -0.084
O 1.99272 2.50008 1.10054  -0.079
O -2.06088 -2.20903 -0.78776  -0.022
O -0.11893 -0.05873 -4.49418  -0.050
O 1.08834 -3.95107 0.45682  -0.055
O -1.58061 -0.68072 -2.33273  -0.073
O -0.03001 2.08916 -2.46646  -0.064
O 0.66604 1.25497 4.72915  -0.074
O -0.34530 4.65325 -1.24869  -0.066
O 0.48755 -2.28900 -2.83176  -0.068
O -1.52769 2.57754 2.22913  -0.079
O -0.95596 -1.28275 3.57823  -0.099
O 2.63688 2.08202 -1.48093  -0.052
O -2.99514 0.42801 2.98603  -0.099
N 1.04336 -0.01481 2.23201  0.013
C 2.10456 -0.98741 0.23685  -0.060
C -1.44349 0.02685 -0.06714  -0.095
C 0.03878 0.39666 -0.03291  -0.141
C 0.79478 -0.60834 0.88418  -0.370
C -1.77505 -1.02993 -1.12810  -0.610
H 1.93818 -1.42503 -0.74240  0.070
H -1.72095 -2.67410 0.71471  0.046
H -0.98733 -1.88196 2.79116  -0.005
H -0.12352 -0.79593 3.45189  -0.009
H 0.06061 1.40320 0.37546  0.093
H -0.25819 1.13997 4.45744  0.014
H 2.14770 -1.60925 -3.48151  0.008
H -0.95540 0.40616 -4.45636  0.035
H 1.69496 -0.63799 2.70849  0.097
H 0.34619 -3.41570 0.73465  -0.028
H -2.10121 1.78455 2.19397  -0.012
H -0.45261 1.23513 -2.26961  0.025
H 2.78793 -0.15719 0.05912  0.076
H 1.93843 -0.13619 -3.83451  -0.014
H 1.98011 2.03768 0.23092  -0.003
H -0.36314 -0.95906 -4.66006  0.029
H -0.79276 2.52212 -2.87942  0.079
H -2.12694 0.83658 -0.32065  0.126
H 3.10359 1.42845 -1.98406  0.033
H 0.18193 -1.49344 0.96540  0.086
H 0.51819 0.35645 -0.99687  0.086
H 1.53183 0.86851 2.04836  0.053
H 1.82738 2.35302 -1.97274  0.040
H -0.11437 3.76461 -1.57828  -0.013
H -1.12859 2.50516 3.11121  0.017
H -3.25601 -0.23651 2.32927  0.046
H -1.61121 -0.33287 0.94472  0.080
H 1.12021 1.04784 3.88349  0.004
H 2.91066 2.79770 1.08136  0.053
H 1.89125 -3.52491 0.78207  0.017
H -0.31912 4.52964 -0.30385  0.022
H 0.45470 -2.90814 -2.11711  0.024
H -2.21446 -0.09552 3.33740  0.019
H -1.59675 -3.77524 1.80242  0.062
H -0.35264 -1.78972 -2.76102  -0.003
H 2.64996 -1.73094 0.82870  0.069

---

Short version: gap between HOMO and LUMO = 9.41 9.34 10.35 9.62 eV, in the order given.